1.
C22H31FN8O4 | ωB97M-V/def2-TZVPD

```
! wB97M-V def2-TZVPD RIJCOSX def2/J DEFGRID3
* xyz 0 1
C 1.9039 -0.2213 -0.8685
C 0.8349 -0.9730 -1.7197
C -0.3387 -0.0907 -2.1750
C -0.0478 1.2070 -2.9451
O 0.5883 1.3008 -3.9118
O -0.7071 2.2392 -2.3319
C -1.7099 1.6910 -1.4904
C -1.2431 0.2968 -0.9829
C -2.2971 -0.7223 -0.5914
O -2.4638 -0.9693 0.5379
N -3.1172 -1.4386 -1.5671
C -2.5401 -2.5827 -2.0711
O -2.8424 -3.0389 -3.0794
F -1.6289 -3.2156 -1.3396
H 2.0835 0.8061 -1.1914
H 1.6036 -0.2898 0.1824
H 2.8397 -0.7611 -0.9736
H 0.4298 -1.7656 -1.0710
H 1.3530 -1.4923 -2.5340
H -0.8973 -0.6997 -2.9132
H -2.6487 1.4531 -2.0385
H -2.0213 2.4053 -0.7113
H -0.6492 0.5146 -0.0847
H -3.4650 -0.8409 -2.3092
C 4.3209 3.2102 -3.0700
C 4.3425 2.0582 -2.1784
N 4.3596 1.1495 -1.4756
H 4.9968 3.0699 -3.9136
H 3.3213 3.3794 -3.4718
H 4.6265 4.1176 -2.5499
C -1.4191 -4.4361 1.9795
C 0.0126 -4.5769 2.2100
N 1.1409 -4.6878 2.3896
H -1.6313 -3.6013 1.3112
H -1.8368 -5.3357 1.5281
H -1.9530 -4.2555 2.9121
C -3.1127 1.4605 3.5285
C -2.7554 2.1684 2.3111
N -2.4730 2.7232 1.3460
H -2.6838 0.4608 3.5422
H -2.7511 1.9841 4.4100
H -4.1946 1.3582 3.6250
C 4.1784 -0.8354 -4.6535
C 3.2677 -1.8884 -4.2319
N 2.5429 -2.7142 -3.8992
H 4.5171 -0.2460 -3.8006
H 5.0604 -1.2482 -5.1432
H 3.6960 -0.1558 -5.3561
C -4.2768 5.8901 1.2735
C -4.3530 6.4951 2.5962
N -4.4131 6.9696 3.6400
H -3.8583 4.8841 1.3179
H -5.2614 5.8147 0.8120
H -3.6481 6.4745 0.6023
C -0.8407 0.3651 7.3111
C -0.6297 0.6266 5.8935
N -0.4635 0.8322 4.7762
H -1.6772 -0.3156 7.4674
H 0.0412 -0.0864 7.7643
H -1.0571 1.2847 7.8544
C 3.7626 -4.6044 -0.2537
C 3.4021 -3.3057 0.2943
N 3.1034 -2.2846 0.7257
H 3.5890 -5.3981 0.4728
H 3.1751 -4.8340 -1.1430
H 4.8149 -4.6365 -0.5357
*
```

Values from the calculation:
- DFT total energy: -1695.71745 hartree
- Strongest force on any atom: 4.57 eV/A
- Kohn-Sham gap: 10.53 eV

=====

2.
C31H61BIN2O11S4 | ωB97M-V/def2-TZVPD

```
! wB97M-V def2-TZVPD RIJCOSX def2/J DEFGRID3
* xyz 1 1
C 1.8483 -4.1003 -0.6021
C 0.8829 -3.3745 -0.0438
C 0.8218 -3.1128 1.4377
C 0.2356 -1.7636 1.9721
C -0.2123 -2.0685 3.4163
C 0.9242 -2.4673 4.4121
C 0.6236 -3.8229 5.0284
N 1.1671 -4.9717 4.4304
O -0.0507 -3.8956 5.9935
N 1.3742 -0.7488 1.9569
C 1.2978 0.3707 2.9525
O 2.6160 0.7421 3.1725
C 2.7351 2.0654 3.6986
C 4.1941 2.5029 3.6302
O 4.4569 3.4045 2.5802
C 5.1427 2.8751 1.4559
C 4.6546 3.4961 0.1451
O 4.1687 2.5037 -0.7682
C 4.8230 2.6009 -2.0333
C 4.1923 1.6728 -3.0440
C 1.7176 -0.1614 0.5999
C 3.0555 -0.7177 0.0890
O 3.9642 -0.6144 1.1560
C 5.1733 -1.3601 0.9835
C 5.5070 -2.1276 2.2539
C 6.7440 -2.9999 2.0204
C 0.5591 -0.1374 -0.4501
S 0.0376 1.6231 -0.6859
S 1.1131 -0.7955 -2.0701
O -0.6386 -0.8258 -0.1412
C -0.9604 -1.2652 1.1438
I -2.0408 0.4197 2.1419
B -2.1858 -2.3178 0.9140
O -2.0546 -3.6070 1.3666
C -3.4751 -1.8728 0.1595
C -4.6921 -1.8795 1.1193
H 2.0220 -4.0191 -1.6686
H 2.4401 -4.7966 -0.0159
H 0.0790 -3.0406 -0.6862
H 1.8298 -3.2456 1.8428
H 0.2126 -3.8926 1.8941
H -0.9317 -2.8837 3.3800
H -0.6987 -1.2031 3.8511
H 1.9152 -2.4948 3.9502
H 0.9211 -1.7652 5.2448
H 0.4893 -5.5155 3.9105
H 1.9597 -4.7550 3.8399
H 2.2256 -1.2659 2.2185
H 0.8362 0.0531 3.8862
H 0.7111 1.1898 2.5319
H 2.4091 2.0790 4.7443
H 2.1412 2.7624 3.0989
H 4.8405 1.6200 3.5708
H 4.4420 3.0013 4.5717
H 5.0312 1.7871 1.3822
H 6.2161 3.0760 1.5618
H 5.4903 4.0092 -0.3347
H 3.8653 4.2191 0.3648
H 4.8046 3.6291 -2.4090
H 5.8738 2.3082 -1.9041
H 4.6949 1.7828 -4.0068
H 4.3101 0.6279 -2.7471
H 3.1283 1.8629 -3.1863
H 1.9374 0.8818 0.8150
H 3.3643 -0.0769 -0.7429
H 2.9777 -1.7468 -0.2736
H 5.0992 -2.0394 0.1278
H 5.9818 -0.6483 0.7854
H 5.7296 -1.3864 3.0256
H 4.6459 -2.7300 2.5586
H 7.1227 -3.4235 2.9482
H 7.5283 -2.3929 1.5613
H 6.5049 -3.8035 1.3206
H 1.2405 2.0808 -1.0614
H 0.3134 -0.0076 -2.7946
H -2.3189 -4.2597 0.7063
H -3.6559 -2.6409 -0.6065
H -3.3738 -0.9320 -0.3815
H -5.3970 -1.0916 0.8622
H -5.2258 -2.8278 1.0267
H -4.4140 -1.8041 2.1729
C -3.9047 4.6010 -0.3777
C -5.3930 4.6078 0.0014
C -6.0773 3.4952 -0.8044
S -4.8128 2.2542 -1.1069
O -4.5540 2.1801 -2.5236
O -5.1024 1.0533 -0.3604
C -3.4692 3.1397 -0.3288
H -3.3109 5.2156 0.2970
H -3.7768 4.9921 -1.3892
H -5.4986 4.4080 1.0694
H -5.8561 5.5721 -0.1982
H -6.8969 3.0254 -0.2672
H -6.4244 3.8452 -1.7747
H -2.5496 2.9317 -0.8696
H -3.3934 2.7701 0.6938
C -5.5646 -0.8664 -6.2915
C -5.0481 0.0539 -5.1754
C -5.0002 1.4770 -5.7417
S -6.2706 1.5547 -7.0123
O -5.6371 1.7561 -8.2903
O -7.3429 2.4124 -6.5786
C -6.7774 -0.1595 -6.8874
H -5.8274 -1.8542 -5.9153
H -4.7962 -0.9913 -7.0575
H -5.7317 0.0216 -4.3253
H -4.0674 -0.2542 -4.8157
H -5.2141 2.2285 -4.9872
H -4.0471 1.6927 -6.2207
H -7.0604 -0.5161 -7.8747
H -7.6339 -0.1970 -6.2148
*
```

Values from the calculation:
- DFT total energy: -4069.92785 hartree
- Strongest force on any atom: 2.10 eV/A
- Kohn-Sham gap: 8.74 eV

=====

3.
C7H14FIN | ωB97M-V/def2-TZVPD

```
! wB97M-V def2-TZVPD RIJCOSX def2/J DEFGRID3
* xyz 1 1
C 1.2057 -0.2720 -0.5749
C -0.2013 1.2856 -0.3938
C -1.6582 -0.9048 -0.3778
C -0.2746 -0.1705 0.0623
C -1.9426 -2.3379 -0.0784
C -0.1397 -0.3093 1.5989
C 2.1956 1.8995 -0.1847
N 1.2259 1.1524 -0.9165
F -1.3856 -0.7840 -1.7719
I -3.3170 0.4245 0.1542
H 1.8868 -0.3619 0.3152
H 1.4658 -1.0946 -1.4308
H -0.9611 1.4982 -1.0419
H -0.2513 1.9069 0.4507
H -1.1583 -3.0357 -0.3666
H -2.7129 -2.7313 -0.7111
H -2.2302 -2.7174 0.9609
H -0.9661 0.0788 2.1382
H 0.7885 0.0999 2.1808
H -0.2766 -1.4155 1.7615
H 2.0450 3.0216 -0.3387
H 2.0797 1.7192 0.9563
H 3.2487 1.6827 -0.4298
H 1.3337 1.3658 -1.9621
*
```

Values from the calculation:
- DFT total energy: -727.09646 hartree
- Strongest force on any atom: 4.37 eV/A
- Kohn-Sham gap: 10.08 eV
- Energy above the lowest of the compared OMol25 structures with the same formula, charge and spin: 17.8 kcal/mol

=====

4.
C6H11NO5 | ωB97M-V/def2-TZVPD

```
! wB97M-V def2-TZVPD RIJCOSX def2/J DEFGRID3
* xyz 0 1
C 0.4413 -2.5690 0.2182
C 1.5905 -1.5970 -0.5139
O 2.4360 -2.2302 -1.3236
N 1.5608 -0.1480 -0.1311
C 2.5373 0.7273 -0.8537
O 1.6314 0.0672 1.1939
C 0.4112 0.8513 1.5791
O 0.6343 2.0701 2.0812
O -0.8945 0.1926 1.4201
C -1.9215 1.1015 0.8880
C -2.0119 0.9359 -0.7617
O -3.4540 1.0090 -1.1568
H 0.4184 -2.3016 1.3628
H 0.7066 -3.7181 0.0405
H -0.6465 -2.3221 -0.2001
H 3.2752 1.3279 -0.1358
H 3.1936 0.2253 -1.6753
H 1.9011 1.5729 -1.4067
H -1.8325 2.2144 1.2383
H -2.9675 0.7091 1.3085
H -1.4003 1.7670 -1.3287
H -1.6493 -0.1313 -1.0976
H -3.9599 0.2458 -0.7454
*
```

Values from the calculation:
- DFT total energy: -665.94535 hartree
- Strongest force on any atom: 9.06 eV/A
- Kohn-Sham gap: 10.31 eV
- Energy above the lowest of the compared OMol25 structures with the same formula, charge and spin: 76.6 kcal/mol